A cluster of 2 separate species, C9H9NO3 in total in a non-equilibrium geometry, computed with ωB97M-V/def2-TZVPD.

Geometry (Å):
C -2.86 -1.16 0.28
C -1.70 -1.89 0.14
C -2.88 0.15 -0.25
C -0.54 -1.32 -0.37
C -1.74 0.78 -0.74
C -0.53 0.03 -0.77
C 1.03 1.91 1.24
C 0.80 0.72 -1.03
C 1.09 0.78 0.49
N 3.72 -0.61 0.10
O 4.08 -1.02 1.25
O 4.38 -1.27 -0.79
O 0.52 3.03 0.95
H -3.80 -1.53 0.51
H -1.69 -2.91 0.44
H -3.94 0.66 -0.21
H 0.44 -1.85 -0.46
H -1.55 1.77 -1.23
H 1.63 1.86 2.18
H 0.68 1.77 -1.34
H 1.60 0.20 -1.43
H 1.28 -0.11 1.02

Properties
- HOMO level: 1.0 eV
- Net charge: -2
- Orbital gap: 4.78 eV

***

A cluster of 2 separate species, C4H12 in total in a non-equilibrium geometry, computed with ωB97M-V/def2-TZVPD.

Geometry (Å):
C -1.45 -1.77 -1.99
C -1.39 -1.55 -0.44
H -2.43 -1.10 -2.40
H -0.60 -1.33 -2.56
H -1.55 -2.76 -2.38
H -1.97 -2.48 0.01
H -2.01 -0.61 -0.20
H -0.31 -1.50 0.03
C 1.61 1.29 1.91
C 1.28 2.01 0.53
H 2.08 2.03 2.62
H 0.60 0.84 2.16
H 2.31 0.51 1.69
H 0.40 2.62 0.77
H 2.24 2.55 0.35
H 0.98 1.32 -0.16

Properties
- <S²>: 0.7535
- HOMO level (spin up / spin down): -14.8 / -14.8 eV
- 2S+1: 2
- Net charge: +1
- ΔE to the lowest compared entry with this formula, charge and spin: 1.934 eV
- Orbital gap (spin up / spin down): 11.27 / 2.68 eV

***

A structure of composition C22H28IN3O3Pd, computed with ωB97M-V/def2-TZVPD.

Geometry (Å):
Pd 0.06 -0.51 0.70
C -0.34 4.47 -1.28
N 0.11 3.09 -1.48
C 0.83 2.81 -2.73
C -0.04 2.15 -0.57
O 0.38 0.98 -0.75
C -0.74 2.51 0.73
O -0.83 1.35 1.55
C -0.46 1.51 2.92
C 0.91 0.89 3.14
O 1.36 0.10 2.27
N 1.56 1.17 4.25
C 2.86 0.56 4.53
C 1.01 2.07 5.26
H -0.48 4.92 -2.26
H 0.40 5.05 -0.73
H -1.30 4.50 -0.76
H 0.13 2.79 -3.56
H 1.35 1.86 -2.65
H 1.56 3.61 -2.89
H -1.76 2.87 0.53
H -0.18 3.30 1.23
H -1.20 0.98 3.52
H -0.49 2.56 3.20
H 3.15 -0.08 3.70
H 2.79 -0.03 5.44
H 3.60 1.34 4.66
H -0.01 1.80 5.53
H 1.05 3.11 4.93
H 1.63 1.98 6.15
N 0.58 -2.47 0.27
C 0.03 -3.37 -0.44
C -1.38 -3.03 -0.77
C -1.64 -1.78 -1.36
C -2.95 -1.40 -1.63
C -3.99 -2.25 -1.29
C -3.73 -3.48 -0.70
C -2.43 -3.88 -0.44
C 0.68 -4.61 -0.85
C 1.87 -5.00 -0.22
C 2.50 -6.16 -0.61
C 1.96 -6.93 -1.64
C 0.78 -6.55 -2.27
C 0.14 -5.39 -1.88
H -0.82 -1.18 -1.73
H -3.15 -0.46 -2.12
H -5.01 -1.96 -1.49
H -4.55 -4.14 -0.44
H -2.23 -4.84 0.03
H 2.27 -4.40 0.59
H 3.41 -6.48 -0.12
H 2.45 -7.84 -1.94
H 0.37 -7.15 -3.07
H -0.77 -5.08 -2.38
I -4.32 0.99 1.31
C -3.57 -0.82 1.86
H -2.71 -1.21 1.34
H -4.10 -1.39 2.61

Properties
- <S²>: 6.0175
- HOMO level (spin up / spin down): -13.2 / -14.3 eV
- 2S+1: 5
- Net charge: +2
- ΔE to the lowest compared entry with this formula, charge and spin: 0.035 eV
- Orbital gap (spin up / spin down): 7.84 / 6.13 eV

***

A structure of composition C31H18IN9O2S3ScSe in a non-equilibrium geometry, computed with ωB97M-V/def2-TZVPD.

Geometry (Å):
Sc 0.34 -0.53 -0.96
C 2.48 -3.38 2.09
C 1.11 -2.91 2.46
N 0.73 -3.06 3.71
C -0.50 -2.70 4.08
C -1.46 -2.27 3.19
C -2.86 -1.98 3.68
O -3.63 -3.17 3.84
C -1.09 -2.13 1.84
C -2.09 -1.95 0.82
N -1.82 -1.76 -0.42
C -2.86 -1.80 -1.37
C -4.11 -1.23 -1.17
C -5.04 -1.20 -2.19
C -4.75 -1.78 -3.42
C -3.52 -2.40 -3.62
C -2.60 -2.41 -2.59
I -0.72 -3.35 -2.83
C 0.26 -2.32 1.47
O 0.72 -2.03 0.28
H 2.67 -4.35 2.55
H 3.24 -2.69 2.46
H 2.57 -3.47 1.01
H -0.73 -2.79 5.14
H -3.37 -1.27 3.03
H -2.81 -1.53 4.67
H -3.52 -3.72 3.06
H -3.14 -2.11 1.10
H -4.32 -0.72 -0.23
H -5.98 -0.69 -2.04
H -5.46 -1.73 -4.23
H -3.29 -2.88 -4.57
S 5.21 5.73 0.66
N 5.32 4.17 1.05
C 4.35 3.55 0.40
C 4.07 2.13 0.46
C 4.90 1.23 1.13
C 4.57 -0.10 1.12
C 3.39 -0.49 0.49
N 2.59 0.35 -0.15
C 2.94 1.65 -0.22
C 2.17 2.52 -1.11
N 1.25 1.94 -1.88
C 0.66 2.67 -2.81
C 0.88 4.04 -2.97
C 1.79 4.66 -2.14
C 2.48 3.89 -1.21
C 3.55 4.42 -0.40
N 3.93 5.68 -0.34
H 5.79 1.60 1.63
H 5.19 -0.85 1.60
H 3.07 -1.52 0.50
H -0.02 2.15 -3.46
H 0.35 4.58 -3.74
H 2.00 5.72 -2.22
S -1.71 1.00 -1.81
C -1.86 1.37 -0.14
S -0.51 1.06 0.90
C -3.05 1.88 0.38
C -3.28 1.93 1.78
N -3.50 1.92 2.91
C -4.13 2.22 -0.47
N -5.02 2.52 -1.15
Se 4.09 0.01 -3.80
C 2.57 -0.49 -3.15
N 1.55 -0.81 -2.66

Properties
- HOMO level: -5.2 eV
- Net charge: -1
- ΔE to the lowest compared entry with this formula, charge and spin: 1.085 eV
- Orbital gap: 6.44 eV